Record 1
The following is a quantum chemistry calculation of a 3-piece molecular cluster, C32H84N9O3P3 overall at a distorted geometry, from the Open Molecules 2025 dataset.

Structure (ORCA input):
```
! RIJCOSX wB97M-V def2-TZVPD def2/J DEFGRID3
* xyz 0 1
C 2.990 -2.950 0.937
C 3.520 -2.322 2.340
C 4.131 -0.821 2.229
C 5.305 -0.745 1.062
C 6.586 0.159 1.482
P 7.206 1.474 0.287
C 6.557 2.050 -1.384
C 6.378 0.981 -2.590
C 4.860 0.324 -2.674
C 4.860 -1.272 -2.985
C 3.661 -1.745 -4.009
C 2.542 -2.610 -3.191
C 1.154 -1.747 -2.976
O 1.484 -0.389 -2.501
C 0.985 0.627 -3.439
C 8.661 0.495 -0.392
C 8.622 -1.079 -0.562
N 9.231 -1.902 0.584
N 9.648 -1.357 -1.690
N 7.395 -1.771 -1.041
C 6.071 2.753 1.210
C 6.389 4.281 0.639
C 4.495 2.453 1.161
C 3.533 3.794 1.048
C 2.070 3.305 1.651
H 1.830 -2.905 0.814
H 3.267 -4.094 0.881
H 3.441 -2.470 -0.017
H 4.260 -3.081 2.821
H 2.589 -2.289 3.062
H 3.270 -0.097 1.877
H 4.566 -0.486 3.263
H 4.827 -0.497 0.039
H 5.692 -1.855 0.974
H 7.399 -0.588 1.894
H 6.237 0.713 2.466
H 8.260 2.336 0.870
H 5.524 2.619 -1.369
H 7.304 2.862 -1.806
H 7.222 0.210 -2.732
H 6.428 1.641 -3.571
H 4.274 0.819 -3.571
H 4.226 0.625 -1.726
H 4.826 -1.885 -2.002
H 5.861 -1.525 -3.553
H 3.189 -0.828 -4.538
H 4.154 -2.446 -4.816
H 2.967 -2.987 -2.168
H 2.278 -3.540 -3.862
H 0.523 -2.288 -2.144
H 0.569 -1.727 -3.988
H 1.432 0.497 -4.523
H -0.170 0.528 -3.519
H 1.324 1.681 -3.056
H 9.644 0.726 0.224
H 8.914 0.958 -1.451
H 9.609 -1.187 1.259
H 8.440 -2.343 1.101
H 9.353 -0.863 -2.557
H 9.614 -2.400 -1.820
H 7.319 -2.765 -0.706
H 7.451 -1.873 -2.085
H 6.368 2.866 2.348
H 7.535 4.318 0.358
H 5.819 4.519 -0.341
H 6.225 5.096 1.445
H 4.202 1.749 0.289
H 4.192 1.969 2.192
H 3.327 4.098 -0.051
H 3.874 4.657 1.740
H 2.260 3.173 2.807
H 1.758 2.251 1.260
H 1.247 4.113 1.553
C -1.894 -3.843 2.575
N -2.201 -3.786 1.162
C -1.267 -4.571 0.369
P -3.293 -2.792 0.334
O -4.077 -3.977 -0.276
N -4.611 -2.313 1.322
C -4.974 -3.054 2.521
C -5.834 -2.026 0.561
N -2.396 -1.402 0.984
C -1.130 -1.076 0.344
C -2.887 -0.350 1.850
H -1.779 -2.855 3.026
H -0.955 -4.371 2.773
H -2.666 -4.396 3.118
H -0.284 -4.088 0.337
H -1.610 -4.682 -0.664
H -1.150 -5.583 0.772
H -5.085 -4.126 2.327
H -5.913 -2.689 2.953
H -4.231 -2.899 3.306
H -6.370 -2.941 0.277
H -5.593 -1.477 -0.356
H -6.511 -1.389 1.140
H -0.300 -1.226 1.047
H -1.104 -0.042 -0.015
H -0.949 -1.715 -0.525
H -3.128 -0.732 2.844
H -3.770 0.146 1.428
H -2.138 0.438 2.009
C -11.013 1.511 1.470
N -9.587 1.741 1.553
C -9.132 1.859 2.930
P -8.480 2.108 0.325
O -7.576 0.891 0.626
N -8.970 1.480 -1.194
C -9.927 0.389 -1.296
C -7.845 1.202 -2.097
N -9.472 3.540 -0.029
C -9.331 4.679 0.866
C -10.164 3.863 -1.260
H -11.524 2.235 0.832
H -11.500 1.582 2.449
H -11.223 0.501 1.106
H -9.470 2.804 3.370
H -8.040 1.841 2.997
H -9.499 1.032 3.546
H -9.652 -0.463 -0.665
H -10.023 0.030 -2.327
H -10.929 0.734 -1.030
H -7.346 0.254 -1.858
H -7.099 2.002 -2.036
H -8.184 1.166 -3.138
H -10.271 4.855 1.406
H -9.057 5.593 0.330
H -8.549 4.504 1.611
H -10.990 3.174 -1.444
H -9.486 3.856 -2.122
H -10.614 4.865 -1.230
*
```

Properties
Maximum force = 6.99 eV/A
Calculated total energy = -81950.566 eV
Kohn-Sham gap = 6.7 eV

***

Record 2
The following is a quantum chemistry calculation of C32H85Cd2N5O14 as an isolated structure at a distorted geometry, from the Open Molecules 2025 dataset.

Structure (ORCA input):
```
! RIJCOSX wB97M-V def2-TZVPD def2/J DEFGRID3
* xyz 1 2
Cd -9.409 -7.473 -13.398
Cd -9.131 -10.681 -12.751
C -8.963 -9.443 -15.865
O -9.092 -9.306 -14.424
H -9.159 -8.565 -16.481
H -7.997 -9.839 -16.180
H -9.701 -10.146 -16.251
C -8.154 -8.472 -10.496
O -8.961 -8.749 -11.595
H -8.455 -8.906 -9.543
H -7.152 -8.795 -10.778
H -8.161 -7.410 -10.249
C -6.217 -11.558 -18.035
O -5.567 -11.305 -19.259
C -6.050 -10.340 -20.140
C -5.119 -10.273 -21.268
N -3.830 -9.680 -20.969
C -2.791 -9.878 -21.961
C -2.866 -9.123 -23.319
O -1.692 -8.487 -23.549
C -1.782 -7.400 -24.508
H -6.193 -10.688 -17.378
H -5.695 -12.402 -17.584
H -7.274 -11.808 -18.126
H -6.240 -9.303 -19.863
H -7.037 -10.621 -20.508
H -5.556 -9.847 -22.171
H -4.863 -11.318 -21.444
H -3.486 -10.006 -20.077
H -2.438 -10.904 -22.068
H -1.984 -9.468 -21.353
H -3.658 -8.374 -23.343
H -2.999 -9.855 -24.116
H -2.432 -6.589 -24.182
H -2.022 -7.738 -25.517
H -0.853 -6.848 -24.644
C -6.640 -6.585 -18.690
O -7.553 -6.951 -19.735
C -8.944 -7.080 -19.263
C -9.403 -5.705 -18.609
N -10.108 -4.881 -19.579
C -9.167 -4.323 -20.620
C -8.028 -3.328 -20.234
O -8.260 -2.808 -18.906
C -8.979 -1.619 -18.747
H -5.940 -7.386 -18.927
H -7.047 -6.785 -17.698
H -6.197 -5.606 -18.868
H -9.071 -7.818 -18.471
H -9.594 -7.436 -20.062
H -8.667 -5.188 -17.994
H -10.176 -6.100 -17.950
H -10.407 -3.986 -19.219
H -9.868 -3.827 -21.291
H -8.684 -5.161 -21.121
H -7.915 -2.553 -20.992
H -7.063 -3.809 -20.390
H -9.640 -1.431 -19.593
H -8.217 -0.840 -18.783
H -9.617 -1.614 -17.863
C -11.322 -13.106 -16.260
O -10.169 -13.503 -15.671
C -9.012 -13.925 -16.444
C -9.414 -15.121 -17.419
N -10.270 -16.157 -16.793
C -9.594 -17.004 -15.811
C -8.313 -17.734 -16.210
O -8.642 -18.717 -17.124
C -7.394 -19.313 -17.722
H -12.149 -13.057 -15.552
H -11.549 -13.573 -17.218
H -11.098 -12.076 -16.537
H -8.222 -14.294 -15.790
H -8.742 -12.999 -16.952
H -8.537 -15.529 -17.923
H -9.891 -14.656 -18.282
H -11.103 -15.736 -16.408
H -10.298 -17.833 -15.748
H -9.575 -16.482 -14.854
H -7.730 -18.137 -15.382
H -7.581 -17.004 -16.556
H -7.603 -20.307 -18.116
H -6.645 -19.480 -16.948
H -7.024 -18.735 -18.569
C -12.549 -8.168 -16.896
O -12.435 -6.774 -17.055
C -13.710 -6.194 -17.132
C -13.596 -4.643 -17.304
N -13.526 -4.215 -18.679
C -13.901 -2.765 -18.741
C -13.786 -2.355 -20.229
O -12.419 -2.443 -20.564
C -12.059 -1.603 -21.608
H -12.991 -8.619 -17.784
H -12.931 -8.611 -15.976
H -11.535 -8.538 -16.748
H -14.271 -6.420 -16.225
H -14.340 -6.505 -17.966
H -12.676 -4.345 -16.800
H -14.499 -4.227 -16.858
H -12.614 -4.218 -19.113
H -13.140 -2.186 -18.218
H -14.946 -2.511 -18.566
H -14.149 -1.327 -20.232
H -14.271 -2.995 -20.966
H -11.629 -0.668 -21.248
H -12.810 -1.591 -22.398
H -11.105 -1.935 -22.018
C -0.604 -13.749 -11.404
O -1.705 -14.069 -12.285
C -2.420 -12.958 -12.774
C -3.798 -13.267 -13.317
N -4.592 -12.005 -13.493
C -4.867 -11.670 -14.900
C -3.645 -11.034 -15.545
O -3.393 -9.728 -14.980
C -2.216 -9.153 -15.544
H 0.236 -13.525 -12.062
H -0.411 -14.695 -10.898
H -0.808 -12.921 -10.725
H -1.846 -12.487 -13.571
H -2.632 -12.403 -11.860
H -4.360 -13.877 -12.609
H -3.663 -13.900 -14.194
H -4.118 -11.204 -13.100
H -5.846 -11.200 -14.999
H -5.237 -12.580 -15.373
H -3.892 -11.025 -16.607
H -2.762 -11.658 -15.681
H -1.510 -9.898 -15.912
H -1.805 -8.499 -14.775
H -2.555 -8.519 -16.362
O -11.481 -8.084 -13.241
H -11.525 -9.031 -13.114
H -12.394 -7.812 -13.338
O -10.405 -6.124 -14.815
H -10.723 -6.445 -15.659
H -10.391 -5.172 -14.910
*
```

Properties
Maximum force = 4.14 eV/A
Expectation value of S² = 0.75
Calculated total energy = -79786.359 eV
Kohn-Sham gap (spin up / spin down) = 5.9 / 5.6 eV